Entry 1:
Below is a cluster of 5 separate species, C21H38BrN5O3 in total at a distorted geometry, with properties calculated with ωB97M-V/def2-TZVPD.

```
68
Properties=species:S:1:pos:R:3:forces:R:3:mulliken_charge:R:1
Br -0.662 3.564 -17.184 -0.09 0.20 -0.02 -0.75
C 2.062 2.877 -13.779 0.20 1.10 -0.49 -1.02
C 1.446 4.273 -13.569 -1.15 -0.76 4.22 0.53
O 1.287 4.701 -12.436 0.22 -0.27 -3.66 -0.39
N 0.930 5.066 -14.781 0.86 1.03 1.50 0.32
H 1.814 5.198 -15.251 0.09 0.41 -0.91 0.37
H 0.310 4.553 -15.391 -0.44 -1.26 -0.92 -0.17
C 0.225 6.388 -14.494 0.00 -0.77 0.21 -0.73
H 2.204 2.405 -12.807 -0.35 0.21 -0.03 0.35
H 3.071 3.022 -14.166 0.11 -0.06 -0.26 0.35
H 1.517 2.237 -14.473 -0.10 0.18 -0.03 0.29
H 0.986 7.104 -14.185 -0.55 0.03 0.26 0.35
H -0.559 6.134 -13.781 0.52 0.39 0.55 0.35
H -0.352 6.707 -15.363 0.65 -0.10 -0.37 0.28
C -4.665 -0.991 -13.553 0.58 0.38 -0.10 -1.08
C -4.534 0.518 -13.528 -4.33 0.39 -1.70 0.50
O -5.473 1.243 -13.759 2.59 -0.47 0.79 -0.39
N -3.113 1.078 -13.509 -0.49 -0.36 -0.65 -0.09
H -2.949 1.744 -12.768 -0.54 1.12 0.02 0.37
H -2.618 0.286 -13.126 1.06 -0.56 -0.64 0.41
C -2.672 1.532 -14.934 0.97 -1.22 0.49 -0.73
H -5.662 -1.373 -13.771 -0.39 0.77 0.82 0.34
H -4.248 -1.403 -12.634 0.12 -0.49 -0.28 0.39
H -4.208 -1.336 -14.482 1.04 -0.16 0.21 0.35
H -2.469 0.620 -15.496 -0.17 -0.16 0.16 0.35
H -1.696 2.011 -14.855 -0.39 0.34 0.10 0.16
H -3.399 2.089 -15.525 -0.20 0.24 0.98 0.35
C -5.042 4.916 -17.277 0.45 0.34 -0.89 -0.92
C -4.678 5.300 -18.721 -4.00 0.84 -0.88 0.48
O -5.465 5.804 -19.502 3.16 -1.25 1.68 -0.38
N -3.381 4.647 -19.214 -0.88 -0.16 -0.11 0.00
H -3.070 5.053 -20.085 -0.44 0.24 -0.75 0.37
H -2.635 4.889 -18.577 0.62 -0.57 0.91 0.20
C -3.595 3.139 -19.383 0.52 0.46 -0.08 -0.66
H -4.198 5.077 -16.606 -0.05 -0.37 0.09 0.31
H -5.359 3.877 -17.374 0.30 -0.23 0.40 0.29
H -5.931 5.418 -16.896 0.22 0.43 -0.43 0.37
H -4.316 2.985 -20.185 -0.02 0.16 0.15 0.38
H -3.948 2.724 -18.438 0.18 0.11 -0.25 0.20
H -2.630 2.716 -19.664 -0.15 -0.03 0.16 0.31
C 9.079 -1.524 -22.324 -0.19 0.50 0.21 -0.79
N 8.041 -0.535 -21.855 -0.83 0.65 -0.72 0.00
C 7.663 0.441 -22.692 -0.86 1.53 -1.09 -0.05
C 6.638 1.390 -22.461 1.27 -1.14 1.75 -0.74
C 6.124 1.395 -21.144 -0.53 -1.26 -0.42 0.56
C 6.443 0.334 -20.285 1.37 -0.66 -0.95 -0.53
C 7.370 -0.659 -20.705 -0.01 0.89 0.98 -0.44
C 5.072 2.317 -20.623 -0.52 0.62 -0.47 0.68
C 3.707 1.976 -20.654 -0.23 0.39 -0.11 -0.56
C 2.731 2.897 -20.287 -0.02 0.36 0.00 -0.47
N 3.046 4.140 -19.888 2.36 0.80 0.72 0.06
C 4.380 4.466 -19.777 -0.01 -0.99 -0.01 -0.24
C 5.417 3.570 -20.133 -1.62 1.05 -0.04 -0.53
C 1.999 5.175 -19.576 -0.22 -0.32 -0.62 -0.72
H 10.070 -1.227 -21.983 -0.16 0.08 0.24 0.33
H 9.076 -1.457 -23.412 -0.10 -0.48 0.17 0.31
H 8.803 -2.496 -21.915 0.10 0.04 -0.35 0.38
H 8.173 0.529 -23.640 0.19 -0.36 -0.04 0.42
H 6.377 2.093 -23.239 0.03 0.05 0.07 0.46
H 6.005 0.346 -19.298 0.12 -0.51 0.05 0.52
H 7.734 -1.504 -20.139 -0.51 0.02 0.54 0.46
H 3.372 1.033 -21.060 0.05 -0.14 0.11 0.48
H 1.658 2.775 -20.298 0.00 -0.73 -0.28 0.57
H 4.615 5.426 -19.342 -0.11 0.17 -0.26 0.42
H 6.436 3.928 -20.133 0.05 -0.01 0.25 0.52
H 2.420 6.171 -19.437 0.37 -0.33 -0.04 0.33
H 1.380 4.906 -18.720 0.26 -0.34 0.06 0.12
H 1.354 5.214 -20.454 0.01 0.07 0.03 0.39
```
Positions in Å, forces in eV/Å.

Properties
E_HOMO (eV): -18.66
Charge: +4
HOMO-LUMO gap (eV): 8.30
LUMO (eV): -10.35

Entry 2:
Below is the molecule C10H8N2O at a distorted geometry, with properties calculated with ωB97M-V/def2-TZVPD.

```
21
Properties=species:S:1:pos:R:3:forces:R:3:mulliken_charge:R:1
O -5.024 -0.460 0.072 -4.25 4.45 -2.76 -0.42
N -3.825 0.073 -0.267 3.82 -3.59 1.68 -0.23
C -2.855 -0.774 0.112 -1.36 1.38 0.63 -0.14
C -1.488 -0.238 0.034 1.23 0.13 -1.27 0.40
C -1.275 1.195 0.023 -2.26 -0.33 0.34 -0.32
C -0.059 1.729 0.045 3.09 -1.52 -0.10 -0.81
C 1.079 0.791 0.002 0.45 -0.16 -1.44 0.80
C 2.499 1.119 -0.050 -0.68 0.68 0.35 -0.59
C 3.426 0.109 -0.020 0.81 1.97 0.51 -0.25
C 3.135 -1.233 0.067 -1.01 -1.56 -1.40 -0.60
C 1.839 -1.625 -0.077 -1.34 0.06 0.08 -0.27
C 0.785 -0.608 -0.196 0.05 -0.93 2.20 0.30
N -0.505 -1.110 -0.111 -0.17 1.10 0.11 -0.56
H -5.666 0.388 -0.425 2.28 -4.26 2.50 0.40
H -2.894 -1.784 0.721 -0.72 2.00 -1.62 0.29
H -2.186 1.812 0.051 0.61 -0.27 0.05 0.39
H 0.185 2.773 0.112 -0.28 0.34 -0.04 0.43
H 2.972 2.157 -0.077 -1.40 -1.30 0.14 0.24
H 4.421 0.509 0.065 0.59 -0.48 -0.25 0.33
H 3.793 -2.078 -0.077 0.92 0.47 0.70 0.30
H 1.643 -2.745 -0.007 -0.35 1.82 -0.41 0.31
```
Positions in Å, forces in eV/Å.

Properties
E_HOMO (eV): -8.54
Charge: 0
HOMO-LUMO gap (eV): 8.55
LUMO (eV): 0.00

Entry 3:
Below is a structure of composition C16H31N2OP2Pt at a distorted geometry, with properties calculated with ωB97M-V/def2-TZVPD.

```
53
Properties=species:S:1:pos:R:3:forces:R:3:mulliken_charge:R:1
Pt -0.594 0.169 -0.192 -0.10 -0.04 1.04 0.63
C -2.918 3.108 -0.484 0.62 -0.10 0.07 -1.30
P -2.595 1.322 -0.650 0.29 -1.23 -0.93 0.85
C -3.229 0.979 -2.326 -0.05 0.14 0.18 -1.38
C -3.870 0.577 0.453 0.21 -0.05 0.05 -1.03
C -3.676 -0.932 0.573 0.11 -0.06 0.05 -0.99
P -1.958 -1.377 1.063 -0.36 0.68 0.57 0.49
C -2.002 -3.194 0.879 0.27 0.18 -0.17 -1.36
C -1.955 -1.172 2.880 -0.21 -0.16 -0.06 -1.30
H -3.969 3.304 -0.692 -0.03 -0.10 0.01 0.43
H -2.306 3.647 -1.208 -0.02 0.03 0.03 0.39
H -2.668 3.461 0.515 -0.01 0.01 0.00 0.39
H -4.273 1.283 -2.421 -0.01 -0.02 -0.03 0.47
H -3.125 -0.083 -2.543 -0.02 0.00 -0.03 0.35
H -2.631 1.538 -3.046 0.04 -0.04 -0.01 0.34
H -4.866 0.801 0.065 0.02 0.11 -0.01 0.58
H -3.780 1.054 1.432 -0.01 0.02 0.00 0.39
H -3.858 -1.411 -0.393 -0.03 -0.04 0.02 0.39
H -4.376 -1.361 1.294 -0.04 -0.01 -0.05 0.56
H -2.926 -3.578 1.314 0.01 -0.01 0.03 0.44
H -1.153 -3.647 1.389 -0.01 -0.02 -0.01 0.42
H -1.959 -3.461 -0.176 -0.01 -0.03 0.00 0.37
H -2.778 -1.727 3.333 0.02 0.00 0.09 0.45
H -2.042 -0.117 3.137 -0.01 0.00 -0.02 0.37
H -1.013 -1.540 3.289 0.02 0.01 -0.01 0.37
C 2.113 0.170 -3.783 0.04 0.06 0.16 -1.61
C 1.389 0.668 -2.521 0.03 -0.16 -0.47 1.08
C 0.699 1.998 -2.830 0.10 -0.12 0.11 -1.20
C 0.433 -0.414 -2.032 -0.17 1.59 -0.05 -1.25
H 2.881 0.882 -4.086 0.00 -0.03 -0.08 0.41
H 1.403 0.054 -4.604 0.01 -0.01 -0.03 0.37
H 2.589 -0.795 -3.604 0.03 0.00 -0.04 0.41
H 2.157 0.842 -1.760 -0.06 -0.03 0.07 -0.14
H -0.008 1.875 -3.654 -0.04 0.01 0.01 0.26
H 1.427 2.756 -3.125 -0.01 -0.03 -0.06 0.44
H 0.157 2.372 -1.959 -0.01 0.01 0.00 0.13
H 0.974 -1.335 -1.804 -0.14 -0.03 0.35 0.47
H -0.353 -0.615 -2.762 0.01 0.00 -0.02 0.44
N 6.067 -0.107 2.936 0.01 0.04 0.01 -0.31
C 5.044 -0.989 2.959 0.19 -0.03 0.07 0.24
O 5.099 -2.051 3.543 -0.07 0.07 -0.05 -0.60
C 3.782 -0.600 2.225 -0.26 -0.04 -0.09 0.86
C 3.502 0.654 1.700 0.05 -0.08 0.12 -0.57
C 2.282 0.871 1.083 -0.11 0.29 -0.06 -0.71
N 1.350 -0.074 0.968 -0.44 -0.71 -0.80 -0.36
C 1.625 -1.290 1.460 0.14 -0.02 0.08 -0.28
C 2.811 -1.587 2.095 0.10 0.02 0.07 -0.62
H 6.915 -0.368 3.411 0.01 -0.01 0.00 0.25
H 6.071 0.732 2.386 -0.03 -0.02 -0.02 0.16
H 4.199 1.478 1.769 -0.04 0.02 0.00 0.32
H 2.038 1.844 0.676 -0.02 -0.03 -0.06 0.48
H 0.863 -2.045 1.330 0.01 0.00 0.00 0.52
H 3.007 -2.570 2.499 -0.03 0.00 -0.01 0.50
```
Positions in Å, forces in eV/Å.

Properties
E_HOMO (alpha / beta) (eV): -10.01 / -10.12
Charge: +1
HOMO-LUMO gap (alpha / beta) (eV): 6.28 / 6.22
LUMO (alpha / beta) (eV): -3.73 / -3.90

Entry 4:
Below is a cluster of 2 separate species, C3H9NO2 in total at a distorted geometry, with properties calculated with ωB97M-V/def2-TZVPD.

```
15
Properties=species:S:1:pos:R:3:forces:R:3:mulliken_charge:R:1
C 0.267 -0.820 2.669 -0.42 -2.64 0.20 -1.00
C 0.379 -0.077 1.396 0.60 2.27 0.93 0.69
O 1.220 -0.197 0.558 -0.16 -0.60 -0.32 -0.51
O -0.412 1.073 1.471 -0.33 -1.08 -1.43 -0.46
H 0.396 -1.933 2.591 0.18 0.96 -0.63 0.31
H -0.735 -0.755 3.067 -0.02 0.63 0.52 0.34
H 1.069 -0.547 3.344 -0.17 0.55 0.21 0.26
H -0.539 1.394 0.545 0.46 -0.07 0.93 0.34
C -0.578 0.644 -2.520 -0.72 -1.08 1.12 -0.67
N 0.362 -0.410 -2.077 -0.14 0.67 -0.82 -0.62
H -1.080 0.231 -3.367 -0.60 -0.02 -0.80 0.27
H -0.128 1.569 -2.843 0.45 0.16 0.18 0.31
H -1.401 0.854 -1.777 0.81 0.09 -0.44 0.17
H 1.206 -0.033 -1.699 0.25 0.23 0.25 0.32
H -0.027 -0.993 -1.360 -0.21 -0.09 0.11 0.24
```
Positions in Å, forces in eV/Å.

Properties
E_HOMO (eV): -8.85
Charge: 0
HOMO-LUMO gap (eV): 9.48
LUMO (eV): 0.63